(1)
Here is a structure of composition C10H11MnN3O4S4 at a distorted geometry from the Open Molecules 2025 dataset. Energies are from ωB97M-V/def2-TZVPD.

## Properties
energy relative to the best compared isomer or geometry (same formula, charge and spin)	108.0	kJ/mol
HOMO-LUMO gap (spin up / spin down)	6.29 / 6.75	eV
lowest unoccupied orbital energy (spin up / spin down)	2.11 / 2.33	eV
M	420.421	g/mol
HOMO energy (spin up / spin down)	-0.1539 / -0.1625	Eh

Geometry as ORCA input:
```
! RIJCOSX wB97M-V def2-TZVPD def2/J DEFGRID3
* xyz -1 5
Mn -1.16 0.38 -2.00
O -3.72 1.62 -4.26
S -2.65 1.51 -3.31
O -2.26 2.81 -2.72
O -2.97 0.59 -2.15
O -1.41 0.89 -3.86
S 1.11 0.28 -2.09
C 1.64 -1.27 -1.45
C 2.98 -1.63 -1.53
C 3.40 -2.88 -1.11
C 2.47 -3.77 -0.57
C 1.15 -3.41 -0.45
C 0.71 -2.16 -0.91
S -1.00 -1.76 -0.83
H 3.68 -0.92 -1.95
H 4.43 -3.17 -1.20
H 2.79 -4.76 -0.25
H 0.41 -4.08 -0.04
C -0.30 -0.26 3.90
C 0.55 0.86 3.29
C -0.14 1.43 2.10
N -0.22 0.87 0.96
N -0.93 1.54 0.04
C -1.43 2.67 0.48
N -2.19 3.48 -0.23
S -1.01 2.98 2.17
H 0.23 -0.71 4.74
H -0.47 -1.02 3.14
H -1.25 0.12 4.24
H 1.51 0.46 2.96
H 0.72 1.65 4.02
H -2.29 3.25 -1.26
H -2.38 4.40 0.11
*
```

In elementary charge units, the Mulliken charges are: atom 1 (Mn): 0.062, atom 2 (O): -0.668, atom 3 (S): 1.413, atom 4 (O): -0.717, atom 5 (O): -0.507, atom 6 (O): -0.620, atom 7 (S): -0.233, atom 8 (C): 0.577, atom 9 (C): -0.616, atom 10 (C): -0.462, atom 11 (C): -0.456, atom 12 (C): -0.645, atom 13 (C): 0.378, atom 14 (S): -0.311, atom 15 (H): 0.384, atom 16 (H): 0.330, atom 17 (H): 0.331, atom 18 (H): 0.370, atom 19 (C): -1.009, atom 20 (C): -0.399, atom 21 (C): 0.177, atom 22 (N): -0.224, atom 23 (N): 0.079, atom 24 (C): 0.386, atom 25 (N): -0.347, atom 26 (S): -0.272, atom 27 (H): 0.335, atom 28 (H): 0.285, atom 29 (H): 0.302, atom 30 (H): 0.245, atom 31 (H): 0.311, atom 32 (H): 0.321, atom 33 (H): 0.199


(2)
Here is a cluster of 3 separate species, C3H10NO4 in total at a distorted geometry from the Open Molecules 2025 dataset. Energies are from ωB97M-V/def2-TZVPD.

## Properties
energy relative to the best compared isomer or geometry (same formula, charge and spin)	134.9	kJ/mol
HOMO-LUMO gap	8.70	eV
lowest unoccupied orbital energy	3.91	eV
M	124.116	g/mol
HOMO energy	-0.1757	Eh

Geometry as ORCA input:
```
! RIJCOSX wB97M-V def2-TZVPD def2/J DEFGRID3
* xyz -1 1
C 1.29 -1.65 0.15
C 1.82 -0.21 0.36
C 0.90 0.98 0.72
O -0.33 0.76 0.96
O 1.49 2.06 0.86
N -0.13 -1.82 -0.14
H 1.93 -2.29 -0.48
H 1.48 -2.25 1.06
H 2.67 -0.20 1.04
H 2.26 -0.01 -0.62
H -0.42 -1.58 -1.08
H -0.59 -1.31 0.58
H -2.74 1.21 1.04
H -2.31 0.65 -0.25
O -3.12 0.76 0.27
H -1.03 0.94 -1.55
H -1.61 2.27 -1.08
O -1.55 1.69 -1.84
*
```

In elementary charge units, the Mulliken charges are: atom 1 (C): -0.673, atom 2 (C): -0.331, atom 3 (C): 0.348, atom 4 (O): -0.672, atom 5 (O): -0.729, atom 6 (N): -0.632, atom 7 (H): 0.414, atom 8 (H): 0.236, atom 9 (H): 0.310, atom 10 (H): 0.196, atom 11 (H): 0.235, atom 12 (H): 0.344, atom 13 (H): 0.367, atom 14 (H): 0.283, atom 15 (O): -0.678, atom 16 (H): 0.305, atom 17 (H): 0.362, atom 18 (O): -0.686


What did the second record say?
Here is a cluster of 3 separate species, C3H10NO4 in total at a distorted geometry from the Open Molecules 2025 dataset. Energies are from ωB97M-V/def2-TZVPD.

## Properties
energy relative to the best compared isomer or geometry (same formula, charge and spin)	134.9	kJ/mol
HOMO-LUMO gap	8.70	eV
lowest unoccupied orbital energy	3.91	eV
M	124.116	g/mol
HOMO energy	-0.1757	Eh

Geometry as ORCA input:
```
! RIJCOSX wB97M-V def2-TZVPD def2/J DEFGRID3
* xyz -1 1
C 1.29 -1.65 0.15
C 1.82 -0.21 0.36
C 0.90 0.98 0.72
O -0.33 0.76 0.96
O 1.49 2.06 0.86
N -0.13 -1.82 -0.14
H 1.93 -2.29 -0.48
H 1.48 -2.25 1.06
H 2.67 -0.20 1.04
H 2.26 -0.01 -0.62
H -0.42 -1.58 -1.08
H -0.59 -1.31 0.58
H -2.74 1.21 1.04
H -2.31 0.65 -0.25
O -3.12 0.76 0.27
H -1.03 0.94 -1.55
H -1.61 2.27 -1.08
O -1.55 1.69 -1.84
*
```

In elementary charge units, the Mulliken charges are: atom 1 (C): -0.673, atom 2 (C): -0.331, atom 3 (C): 0.348, atom 4 (O): -0.672, atom 5 (O): -0.729, atom 6 (N): -0.632, atom 7 (H): 0.414, atom 8 (H): 0.236, atom 9 (H): 0.310, atom 10 (H): 0.196, atom 11 (H): 0.235, atom 12 (H): 0.344, atom 13 (H): 0.367, atom 14 (H): 0.283, atom 15 (O): -0.678, atom 16 (H): 0.305, atom 17 (H): 0.362, atom 18 (O): -0.686


Among the records above, which one has the lowest energy relative to the best compared isomer or geometry (same formula, charge and spin)?
C10H11MnN3O4S4


What is the formula in the second record?
C3H10NO4